C92H226Br2N11O15 | ωB97M-V/def2-TZVPD

Computed properties:
- HOMO level: -0.613 Eh
- Orbital gap: 8.1 eV
- Total energy: -10517.03007 Ha
- LUMO: -8.53 eV
- Energy relative to the best compared isomer or geometry (same formula, charge and spin): 0.0 kJ/mol
- Strongest force on any atom: 3.8 eV/A
- Charge: +7

```
346
Properties=species:S:1:pos:R:3:forces:R:3
C 27.845 15.549 12.755 -0.1 -0.3 -0.5
C 26.557 15.080 13.455 -0.4 0.5 -0.5
N 25.867 16.203 14.298 0.7 -1.3 -3.1
C 26.779 16.553 15.323 3.2 1.8 0.9
C 25.684 17.467 13.368 0.6 -1.7 0.2
C 24.841 17.185 12.167 0.6 -0.5 -0.2
C 24.506 15.766 14.827 1.0 0.6 0.3
C 24.567 15.099 16.195 -0.7 -2.0 -1.6
O 24.617 15.906 17.269 -0.1 1.7 1.9
C 24.466 15.164 18.480 1.0 -0.7 0.9
H 27.697 16.301 11.978 -0.2 0.4 0.5
H 28.217 14.723 12.155 0.0 -0.5 0.2
H 28.681 15.854 13.389 -0.4 0.0 0.1
H 26.785 14.184 14.055 -0.4 0.6 0.2
H 25.787 14.805 12.711 0.5 0.0 0.3
H 27.777 17.004 14.937 -2.0 -0.7 0.1
H 27.102 15.695 15.890 -0.4 -0.3 0.4
H 26.340 17.325 15.924 -0.1 0.2 0.6
H 26.664 17.905 13.167 -0.1 -0.2 0.1
H 25.189 18.025 14.084 -1.0 1.9 1.0
H 25.478 16.894 11.306 -0.6 -0.2 0.5
H 24.264 18.048 11.899 -0.2 0.6 -0.2
H 24.077 16.459 12.434 0.0 -0.3 -0.5
H 24.110 15.077 14.085 -0.1 0.0 0.2
H 23.902 16.682 14.853 0.0 -0.4 0.1
H 25.404 14.393 16.255 0.0 -0.4 -0.4
H 23.630 14.512 16.225 0.2 -0.2 0.0
H 24.281 15.843 19.317 -0.1 0.1 -0.4
H 25.405 14.581 18.779 -1.0 0.7 -0.8
H 23.641 14.436 18.417 0.1 0.3 -0.1
C 25.338 26.560 10.579 -0.8 -1.4 -0.3
C 26.820 26.254 10.232 -0.8 1.2 -0.6
N 27.563 25.281 11.082 0.0 0.4 0.3
C 28.930 25.155 10.535 0.9 0.9 0.6
C 27.647 25.718 12.554 1.3 1.0 -2.0
C 28.294 27.083 12.732 0.0 -0.2 -0.4
C 26.811 24.015 10.983 0.1 -0.4 0.4
C 27.447 22.739 11.539 -0.3 0.6 0.6
O 26.458 21.818 11.133 -0.3 1.5 0.0
C 26.679 20.485 11.363 1.2 -1.5 0.3
H 25.125 27.027 11.528 0.5 0.3 0.4
H 24.605 25.703 10.598 1.2 0.3 0.0
H 24.876 27.165 9.806 0.5 0.5 -0.3
H 27.402 27.182 10.254 -0.2 -0.1 0.2
H 26.921 25.914 9.188 -0.2 -0.1 0.5
H 28.883 24.688 9.592 -0.3 -0.5 -1.3
H 29.561 24.517 11.193 -0.4 0.9 -0.2
H 29.329 26.200 10.386 -0.2 -1.4 0.3
H 28.332 25.010 12.953 0.2 -0.8 0.8
H 26.658 25.675 12.868 -1.7 -0.2 1.2
H 27.645 27.944 12.551 0.0 -0.2 0.0
H 29.192 27.141 12.108 -0.2 0.2 0.2
H 28.657 27.108 13.747 0.0 0.2 0.4
H 26.689 23.832 9.928 -0.5 0.0 -0.4
H 25.856 24.204 11.499 0.2 -0.4 -0.4
H 27.560 22.867 12.650 0.0 -0.6 -0.8
H 28.427 22.494 11.092 -0.3 0.1 0.2
H 26.602 20.171 12.405 -0.2 0.2 0.2
H 27.713 20.189 11.106 -0.4 0.0 -0.3
H 25.938 19.948 10.779 0.1 -0.2 -0.2
C 16.758 13.242 16.616 0.5 -1.5 1.2
C 17.064 14.245 15.523 -0.4 0.1 -1.4
N 16.422 13.941 14.122 0.0 -1.0 -0.7
C 16.766 15.047 13.095 -0.1 -0.7 0.8
C 16.786 12.509 13.708 -1.3 -0.2 0.6
C 18.175 12.282 13.291 1.2 2.2 -0.2
C 14.926 13.903 14.248 -0.1 0.1 1.4
C 14.325 15.279 14.421 0.0 0.6 0.6
O 14.218 15.993 13.227 0.0 0.7 -0.4
C 13.302 17.138 13.315 0.9 -1.0 -0.4
H 15.699 12.984 16.891 1.1 0.6 -0.3
H 17.338 13.444 17.557 -0.9 0.7 -0.7
H 17.286 12.278 16.415 -0.7 0.5 -0.4
H 18.136 14.245 15.369 0.2 0.1 -0.2
H 16.757 15.276 15.609 -0.1 0.2 1.0
H 17.798 14.892 12.847 0.4 0.1 -0.3
H 16.672 15.930 13.723 0.0 0.3 -0.7
H 16.083 15.101 12.195 0.7 -0.4 1.4
H 16.111 12.318 12.906 -0.5 -0.4 -0.6
H 16.517 11.866 14.575 0.0 0.5 -0.7
H 18.394 12.963 12.437 0.2 -0.4 0.6
H 18.413 11.306 12.941 -0.2 -0.9 0.1
H 18.782 12.549 14.162 0.6 -0.2 -0.4
H 14.795 13.276 15.157 -0.6 0.6 -0.7
H 14.431 13.401 13.417 0.5 0.0 -0.2
H 14.864 15.886 15.166 0.2 -0.1 0.0
H 13.362 15.148 14.866 -1.0 -0.3 0.3
H 13.577 17.828 12.491 -0.2 -0.4 0.7
H 13.380 17.600 14.312 -0.1 0.0 -0.4
H 12.332 16.697 13.118 -0.5 0.5 0.2
C 40.783 25.622 20.348 0.0 -0.3 -0.3
C 39.762 26.159 21.285 -1.1 -1.2 1.3
N 38.275 25.757 20.922 0.2 1.1 -0.3
C 38.111 24.263 20.844 0.4 0.7 -1.2
C 37.379 26.145 22.071 -0.1 0.0 0.3
C 37.372 27.575 22.460 -0.1 1.5 0.9
C 37.955 26.496 19.595 0.1 0.7 0.6
C 36.500 26.872 19.344 0.7 -0.5 2.2
O 35.811 25.721 18.934 -0.4 -0.1 1.0
C 34.586 26.051 18.290 1.8 0.4 -1.8
H 40.725 26.101 19.393 0.7 0.7 -0.5
H 40.532 24.609 20.104 0.1 -0.8 0.2
H 41.773 25.603 20.837 -0.4 0.4 -0.5
H 39.803 27.223 21.501 -0.2 0.0 -0.4
H 39.917 25.648 22.235 -0.1 0.1 0.2
H 38.554 23.966 19.906 -0.1 -0.4 -0.3
H 37.062 23.959 20.883 0.3 0.3 0.1
H 38.720 23.866 21.622 0.1 -0.5 0.8
H 37.703 25.506 22.909 -0.3 0.2 -0.3
H 36.357 25.928 21.815 -0.2 -0.8 -0.3
H 38.326 27.883 22.836 0.5 0.2 0.7
H 36.587 27.805 23.229 0.8 -0.5 -0.6
H 37.208 28.290 21.666 -0.3 -0.1 -0.5
H 38.213 25.858 18.775 0.6 -0.6 -0.3
H 38.616 27.401 19.551 -0.7 -0.8 0.2
H 36.541 27.683 18.641 -0.4 0.3 -0.8
H 36.103 27.268 20.302 -0.3 0.0 -0.8
H 35.012 26.673 17.492 -1.1 0.2 -0.5
H 33.824 26.601 18.795 -0.3 0.3 1.1
H 34.174 25.170 17.842 -0.2 -0.6 0.0
C 34.621 23.153 12.292 -1.4 -0.3 -1.0
C 34.641 21.947 11.343 0.2 0.1 0.5
N 33.680 20.857 11.739 -1.1 0.0 0.3
C 33.968 20.361 13.142 -0.2 0.0 -0.7
C 32.259 21.458 11.645 -1.5 -1.0 0.8
C 31.051 20.436 11.785 2.4 -0.7 -1.3
C 33.945 19.700 10.762 -1.0 0.6 -0.2
C 33.481 18.259 11.103 0.9 0.9 -1.7
O 34.514 17.608 11.798 0.1 0.4 -0.2
C 34.229 16.239 11.917 -0.8 -0.8 1.2
H 34.848 22.780 13.283 0.9 0.6 0.1
H 33.615 23.605 12.403 0.4 -0.1 -0.3
H 35.263 23.894 11.803 0.2 -0.1 0.9
H 35.624 21.477 11.448 0.0 0.2 -0.4
H 34.435 22.182 10.283 0.1 0.0 0.6
H 33.851 21.141 13.868 -0.3 0.5 0.1
H 34.991 20.000 13.206 0.0 -0.2 -0.3
H 33.254 19.572 13.341 0.1 -0.2 0.1
H 32.134 22.023 10.721 0.5 -0.3 -0.3
H 32.093 22.227 12.408 0.6 -0.3 0.2
H 30.786 20.058 10.781 -0.2 0.2 0.5
H 30.222 20.836 12.293 -1.0 1.0 0.3
H 31.260 19.544 12.385 0.2 0.2 -0.1
H 35.017 19.709 10.736 0.6 -0.4 -0.4
H 33.548 20.069 9.780 0.3 -0.5 0.9
H 33.340 17.811 10.072 0.0 0.1 1.1
H 32.550 18.223 11.634 -0.6 -0.1 0.2
H 33.977 15.800 10.931 0.3 0.0 0.5
H 33.364 16.120 12.618 0.1 0.0 -0.7
H 35.031 15.711 12.470 0.0 0.5 -0.9
C 20.934 22.139 12.420 1.9 -1.0 0.8
C 20.456 21.464 13.703 -0.3 -0.5 -0.9
N 19.381 22.277 14.368 0.1 -0.3 1.1
C 18.102 22.171 13.518 0.6 0.3 -0.1
C 19.249 21.558 15.726 0.6 -0.7 -0.1
C 18.078 21.973 16.541 -0.3 -0.7 0.6
C 19.851 23.743 14.565 -1.9 -0.5 -1.3
C 21.185 23.920 15.272 -1.3 -0.4 -2.4
O 21.033 23.799 16.620 1.1 0.5 1.9
C 21.076 25.073 17.293 -1.5 -1.1 1.5
H 21.297 23.131 12.533 0.1 1.1 0.5
H 20.267 22.140 11.614 -1.4 -0.2 -1.0
H 21.824 21.647 12.017 -0.3 -0.5 0.2
H 21.210 21.251 14.474 0.1 0.5 -0.5
H 20.018 20.462 13.494 0.2 0.7 -0.2
H 18.511 22.086 12.508 -0.6 -0.2 0.1
H 17.477 23.086 13.533 0.5 -0.5 0.5
H 17.504 21.277 13.793 0.7 0.6 -0.1
H 20.172 21.775 16.308 -0.5 -0.3 -0.7
H 19.204 20.458 15.457 0.1 1.2 0.4
H 18.091 21.520 17.538 0.3 -0.1 -0.2
H 17.163 21.655 16.097 -0.8 -0.1 -0.4
H 18.035 23.012 16.726 0.0 1.3 0.0
H 18.987 24.182 15.074 0.4 0.2 0.4
H 19.810 24.216 13.553 0.3 -0.6 0.8
H 21.527 24.845 14.839 0.6 0.8 0.7
H 21.870 23.195 14.854 0.4 -0.3 0.2
H 22.043 25.576 17.296 0.0 -0.2 -0.2
H 20.684 24.892 18.349 0.9 0.2 -1.3
H 20.295 25.641 16.821 -0.1 1.0 -0.2
C 24.163 21.579 13.611 0.5 1.0 0.3
C 24.454 21.100 15.014 -1.0 -1.4 0.7
N 25.164 22.001 15.970 1.0 -0.4 -0.4
C 24.315 23.132 16.521 1.7 0.5 0.1
C 25.646 21.126 17.128 0.5 -0.5 0.3
C 24.529 20.591 18.089 0.4 0.6 0.2
C 26.410 22.556 15.138 -3.3 0.5 -0.5
C 27.526 23.124 15.924 0.2 -0.8 0.4
O 27.182 24.102 16.850 0.1 -0.3 1.0
C 27.196 25.483 16.506 1.8 -1.1 -1.1
H 23.934 22.643 13.449 0.0 -0.1 0.5
H 23.384 21.018 13.166 -1.0 -0.8 -0.1
H 25.014 21.348 13.014 0.7 0.1 -0.6
H 25.082 20.186 14.943 -0.2 0.7 0.0
H 23.549 20.757 15.552 0.1 0.4 -0.2
H 24.111 23.871 15.740 -0.1 -0.3 -0.2
H 25.021 23.646 17.224 -1.0 -0.5 -0.3
H 23.409 22.755 16.980 0.0 0.0 0.0
H 26.265 21.821 17.698 -0.1 -0.1 0.2
H 26.373 20.298 16.770 -1.5 1.4 0.1
H 23.815 21.395 18.387 0.6 -0.6 -0.3
H 25.072 20.326 19.009 -0.2 0.0 -0.3
H 23.949 19.702 17.800 0.4 0.4 -0.3
H 25.889 23.299 14.458 0.7 -0.5 0.8
H 26.679 21.685 14.556 0.6 -0.1 0.0
H 28.231 23.418 15.166 0.8 0.6 -0.3
H 27.996 22.295 16.470 0.1 0.3 0.0
H 27.233 26.002 17.449 0.1 0.4 0.1
H 26.287 25.682 15.976 -0.4 0.7 -0.6
H 28.148 25.658 15.877 -1.5 0.2 0.8
C 32.621 32.435 11.909 0.5 0.1 0.0
C 33.939 31.707 12.104 0.9 0.0 -0.8
N 33.997 30.192 11.910 -2.1 -0.2 0.8
C 33.859 29.999 10.460 -0.1 0.3 -0.1
C 35.271 29.561 12.463 -1.1 -0.8 0.3
C 35.506 28.110 12.038 -0.9 -0.4 0.1
C 32.702 29.526 12.503 0.3 0.9 -0.6
C 32.784 29.324 13.969 0.1 -2.2 1.5
O 33.396 30.379 14.599 0.0 0.7 1.1
C 33.645 30.166 16.004 0.1 1.4 -0.4
H 32.906 33.505 11.966 -0.5 -0.5 -0.5
H 31.959 32.262 12.728 -0.3 -0.1 0.8
H 32.038 32.158 11.031 0.4 0.5 -0.4
H 34.272 31.842 13.075 0.3 0.4 2.0
H 34.768 32.142 11.514 -0.6 -0.4 -0.3
H 32.872 30.384 10.195 0.4 0.3 -0.3
H 33.818 28.953 10.264 0.4 -0.7 -0.5
H 34.685 30.535 9.994 -0.2 -0.3 -0.4
H 35.305 29.551 13.553 -0.9 0.3 0.0
H 36.035 30.249 12.258 1.3 0.7 -1.1
H 35.507 27.900 10.957 0.3 0.3 0.4
H 34.704 27.430 12.474 1.1 0.8 -0.3
H 36.486 27.871 12.468 -0.3 -0.3 -0.2
H 32.646 28.539 12.022 -0.4 0.5 0.0
H 31.806 30.195 12.308 1.4 -0.9 -0.4
H 33.382 28.394 14.231 -0.7 0.6 -0.4
H 31.745 29.151 14.341 0.5 0.0 -0.1
H 32.710 30.143 16.614 0.7 0.0 -0.5
H 34.265 31.051 16.233 -0.5 -0.4 0.5
H 34.272 29.295 16.190 -0.2 -0.4 -0.2
C 23.844 17.985 4.887 -0.3 -0.1 1.2
C 22.867 17.575 6.008 -0.7 1.6 -0.1
N 22.950 18.408 7.274 0.1 -0.4 1.1
C 21.939 17.840 8.242 -1.4 0.9 0.1
C 24.292 18.271 7.957 -0.6 1.5 -0.7
C 24.634 16.887 8.321 1.2 -1.4 0.5
C 22.726 19.910 7.123 1.1 -0.2 0.9
C 21.761 20.374 6.104 -0.3 -1.1 -0.7
O 20.506 19.781 6.346 0.4 -0.2 -0.6
C 19.724 19.877 5.169 -0.6 0.6 -0.7
H 23.608 17.445 3.987 -0.1 -0.4 -0.3
H 24.881 17.699 5.205 -0.8 0.7 -0.5
H 23.670 19.047 4.625 0.8 -0.6 0.3
H 22.914 16.588 6.376 0.7 -1.3 0.0
H 21.800 17.650 5.819 0.0 0.3 -1.0
H 21.990 16.766 8.416 0.6 0.1 -0.3
H 20.960 18.036 7.809 0.0 0.0 0.0
H 21.957 18.380 9.203 0.3 -0.3 -0.2
H 24.199 18.857 8.876 0.2 0.3 -0.3
H 24.934 18.784 7.234 0.5 -0.4 0.5
H 25.761 16.819 8.379 -1.2 -0.2 0.0
H 24.260 16.144 7.606 0.5 0.1 0.1
H 24.189 16.618 9.295 0.4 0.1 -0.4
H 23.714 20.393 7.006 -0.4 -0.3 -0.4
H 22.395 20.233 8.097 -0.2 0.0 0.4
H 22.112 20.105 5.093 -0.2 0.4 0.2
H 21.664 21.435 6.205 0.2 0.9 -0.2
H 18.768 19.467 5.425 -0.5 -0.3 0.0
H 20.124 19.331 4.279 0.1 0.3 0.8
H 19.563 20.942 4.878 0.2 -0.6 0.2
C 32.795 12.330 16.097 -0.4 0.5 0.1
C 32.741 11.059 16.932 0.9 0.5 -0.4
N 34.026 10.681 17.692 -0.5 1.3 -0.7
C 35.003 10.042 16.713 -1.9 -0.1 -1.0
C 34.695 12.025 18.228 -0.9 -2.3 -0.7
C 33.838 12.751 19.216 0.6 0.4 -0.1
C 33.588 9.670 18.701 0.9 -0.3 1.3
C 34.791 9.129 19.585 -0.1 2.5 -1.2
O 35.079 10.190 20.478 -0.5 0.5 -1.3
C 35.171 9.771 21.782 0.4 -0.1 1.1
H 33.718 12.616 15.600 0.0 -0.5 -0.4
H 32.473 13.223 16.630 0.4 0.0 0.7
H 31.957 12.264 15.425 0.0 -0.3 -1.0
H 32.493 10.189 16.351 0.1 -0.3 -0.5
H 31.886 11.199 17.561 0.0 -0.2 1.1
H 35.945 10.037 17.206 0.9 0.0 -0.1
H 34.965 10.575 15.728 0.4 -0.1 1.1
H 34.650 9.013 16.477 0.3 0.6 0.4
H 34.851 12.540 17.306 -0.1 0.7 -0.4
H 35.687 11.729 18.496 0.4 -0.2 1.0
H 32.969 13.163 18.719 -0.4 -0.1 0.1
H 34.445 13.630 19.451 -0.2 -0.1 0.6
H 33.570 12.176 20.111 0.3 0.3 -0.3
H 33.067 8.930 18.130 0.1 -0.8 -0.4
H 32.787 10.116 19.311 0.7 0.0 0.1
H 35.729 9.056 19.020 -0.5 -0.7 -0.4
H 34.598 8.217 20.102 -0.5 -0.7 0.2
H 36.050 9.198 21.948 1.0 -0.9 0.0
H 34.332 9.138 22.029 -0.5 0.1 0.6
H 35.330 10.638 22.399 -0.6 0.3 0.4
C 17.613 34.287 15.924 -0.5 -0.2 -0.1
C 19.088 34.292 15.548 -0.7 -0.8 1.3
N 19.783 32.969 15.134 -0.6 0.8 0.8
C 19.562 32.001 16.276 -0.2 -1.2 -0.7
C 19.063 32.510 13.818 1.0 -1.2 1.6
C 19.788 31.412 13.042 0.8 -0.8 1.5
C 21.293 33.304 14.911 -0.7 -2.1 -0.7
C 22.290 32.315 15.547 1.3 0.4 -0.7
O 22.342 31.097 14.817 0.1 -0.3 1.0
C 23.646 30.493 14.733 0.5 0.7 -1.5
H 16.958 33.948 15.133 -0.1 -0.2 -0.3
H 17.249 35.293 16.152 0.6 0.2 -0.3
H 17.346 33.756 16.825 0.3 -0.5 0.2
H 19.606 34.741 16.370 0.8 -0.3 0.6
H 19.226 34.959 14.773 0.4 1.2 -2.0
H 20.046 31.025 16.144 0.4 0.5 -0.5
H 18.507 31.692 16.357 0.3 0.9 0.1
H 19.968 32.422 17.179 -0.2 0.3 0.3
H 18.949 33.387 13.208 -0.3 0.4 -0.1
H 18.121 32.102 14.227 0.2 0.5 -0.6
H 20.130 30.528 13.671 -0.8 1.1 -0.6
H 20.693 31.707 12.516 -0.1 0.4 -0.1
H 19.057 31.099 12.332 -0.4 -0.5 -0.7
H 21.548 34.286 15.233 -0.3 0.8 0.4
H 21.338 33.241 13.818 0.6 0.2 0.3
H 22.140 32.181 16.639 0.0 -0.1 -0.6
H 23.316 32.770 15.410 -1.0 0.1 0.3
H 24.330 31.223 14.213 -0.5 -0.5 0.5
H 23.505 29.663 14.016 0.2 0.2 0.7
H 24.198 30.175 15.646 -1.1 0.1 -0.2
C 21.323 17.380 13.493 0.8 -1.2 -0.3
C 20.942 18.254 12.308 0.3 0.8 -0.1
O 19.878 18.908 12.423 0.0 -0.5 -0.3
O 21.816 18.364 11.407 -0.2 -0.2 -0.1
H 20.539 17.282 14.209 -0.5 0.3 0.7
H 22.232 17.805 13.919 -0.1 0.3 0.3
H 21.623 16.341 13.248 -0.2 0.4 -0.4
C 29.588 20.003 14.958 0.1 -0.3 -1.1
C 28.384 19.414 14.110 2.3 0.4 -1.7
O 28.677 18.821 13.009 -0.5 0.4 1.8
O 27.239 19.660 14.524 -0.5 0.0 0.6
H 30.566 19.540 14.714 -0.7 -0.4 0.4
H 29.298 19.943 15.993 0.3 -0.1 0.5
H 29.831 21.053 14.747 -0.7 0.1 -0.2
Br 24.046 25.597 13.744 0.1 -0.2 0.0
Br 30.802 24.344 13.274 0.3 -0.2 0.3
```
Forces are in eV/Å.

Löwdin population analysis, charges in e, atoms 1 to 8: -0.0631, -0.1168, -0.2491, -0.0457, -0.1385, -0.0503, -0.0512, -0.2842